No. 1
Computed, not measured: C4H5NO in the gas phase at a distorted geometry, with ωB97M-V/def2-TZVPD.

Structure (ORCA input):
```
! RIJCOSX wB97M-V def2-TZVPD def2/J DEFGRID3
* xyz 0 1
N 0.29 -1.50 1.28
C -0.05 -0.44 0.47
C -0.08 -0.23 -0.85
C -0.13 1.27 -0.98
C -0.47 1.81 0.37
O -0.32 0.75 1.17
H -0.14 -1.49 2.19
H 0.24 -2.39 0.81
H 0.21 -0.90 -1.64
H -0.50 1.80 -1.85
H 0.97 1.32 -0.97
*
```

Values from the calculation:
* relative energy (zero: lowest compared OMol25 entry of this formula, charge and spin): 76.06 kcal per mole

Atomic partial charges in e from the Löwdin method, atoms 1 to 8:
1 N 0.132
2 C -0.402
3 C -0.055
4 C -0.211
5 C 0.007
6 O -0.026
7 H 0.101
8 H 0.101

No. 2
Computed, not measured: a molecular structure, C4H5NO at a distorted geometry, with ωB97M-V/def2-TZVPD.

Structure (ORCA input):
```
! RIJCOSX wB97M-V def2-TZVPD def2/J DEFGRID3
* xyz 0 1
N 2.65 0.63 0.25
C 1.71 -0.04 0.26
C 0.67 -0.96 -0.22
C -0.48 -0.16 0.27
C -1.28 0.95 -0.26
O -1.76 -0.40 -0.31
H 0.76 -1.87 0.38
H 0.74 -1.21 -1.28
H 0.30 0.18 1.33
H -1.83 1.52 0.49
H -1.03 1.48 -1.17
*
```

Values from the calculation:
* relative energy (zero: lowest compared OMol25 entry of this formula, charge and spin): 100.29 kcal per mole

Atomic partial charges in e from the Löwdin method, atoms 1 to 8:
1 N 0.177
2 C -0.297
3 C -0.137
4 C -0.345
5 C -0.103
6 O -0.004
7 H 0.134
8 H 0.131

No. 3
Computed, not measured: C4H5NO in the gas phase at a distorted geometry, with ωB97M-V/def2-TZVPD.

Structure (ORCA input):
```
! RIJCOSX wB97M-V def2-TZVPD def2/J DEFGRID3
* xyz 0 1
C 1.39 0.71 -0.05
C 0.56 -0.54 0.04
O 1.18 -1.77 -0.02
C -0.77 -0.55 -0.08
C -1.98 0.08 -0.16
N -3.09 0.53 0.10
H 0.77 1.46 0.58
H 2.42 0.71 0.15
H 1.30 1.25 -0.95
H 2.08 -1.74 0.39
H -3.85 -0.14 -0.01
*
```

Values from the calculation:
* SMILES: CC(O)=C=C=N
* relative energy (zero: lowest compared OMol25 entry of this formula, charge and spin): 74.86 kcal per mole

Atomic partial charges in e from the Löwdin method, atoms 1 to 8:
1 C -0.033
2 C -0.391
3 O 0.018
4 C 0.027
5 C -0.178
6 N 0.106
7 H 0.126
8 H 0.058

Which of these has the highest relative energy (zero: lowest compared OMol25 entry of this formula, charge and spin)? number 2